No. 1
{"formula": "C9H16N4", "method": "the ωB97M-V functional and the def2-TZVPD basis", "smiles": "C[C@H]1[C@@H](N)C(=[N+](C)C)[n+]2cccn21", "total_energy_ev": -15533.5881, "e_homo_ha": -0.647, "orbital_gap_ev": 8.93, "total_charge": 2, "relative_energy_kcal_mol": 17.69, "elements": ["C", "C", "C", "N", "C", "N", "C", "C", "N", "C", "C", "C", "N", "H", "H", "H", "H", "H", "H", "H", "H", "H", "H", "H", "H", "H", "H", "H", "H"], "xyz": [[2.089, 0.573, -1.665], [0.652, 0.180, -1.825], [0.258, -1.079, -0.920], [1.247, -2.132, -0.608], [-0.358, -0.427, 0.366], [-0.434, -0.944, 1.526], [-0.443, -2.405, 1.761], [-0.697, -0.050, 2.633], [-0.608, 0.908, 0.030], [-1.477, 1.857, 0.383], [-1.563, 2.813, -0.605], [-0.784, 2.338, -1.609], [-0.234, 1.187, -1.246], [2.043, 1.590, -1.204], [2.606, -0.123, -1.059], [2.461, 0.672, -2.634], [0.189, -0.120, -2.781], [-0.599, -1.613, -1.382], [1.844, -2.487, -1.469], [2.081, -1.932, 0.016], [0.197, -2.812, 0.837], [0.187, -2.430, 2.670], [-1.533, -2.673, 1.760], [-0.325, -0.398, 3.618], [-0.386, 1.072, 2.522], [-1.788, -0.072, 2.690], [-1.983, 1.960, 1.325], [-2.040, 3.692, -0.623], [-0.603, 2.855, -2.508]], "atomic_forces_ev_per_a": [[-1.5, 1.9, 0.4], [-1.6, -1.9, 0.8], [-0.1, -0.7, 0.9], [2.9, -0.1, -1.7], [1.7, -0.7, -1.8], [0.2, 1.7, -0.5], [1.7, 0.1, -1.7], [-1.1, 1.9, 1.6], [-0.3, -0.8, -0.2], [-1.3, 2.3, 1.2], [1.1, -3.2, 1.3], [0.9, -0.7, -0.5], [0.0, 0.1, -0.6], [0.7, -0.9, -0.2], [0.8, -0.4, 0.4], [1.4, 0.1, -1.3], [1.0, 0.7, -0.1], [0.4, 0.3, -0.1], [-2.3, 0.8, 1.6], [-1.7, 0.5, -0.5], [-1.8, 0.2, 2.1], [-1.0, -1.1, -0.2], [1.3, -0.3, 0.5], [0.1, -0.2, -0.9], [-0.1, -2.4, -0.2], [-0.1, 0.3, 0.6], [0.1, -0.5, 0.2], [-1.9, 2.9, 0.2], [0.5, 0.0, -1.2]]}



No. 2
{"formula": "C9H16N4O5", "method": "the ωB97M-V functional and the def2-TZVPD basis", "smiles": "NC(=O)CC[C@H](NC(=O)[C@@H](N)CC(N)=O)C(=O)O", "total_energy_ev": -25789.3060, "e_homo_ha": -0.352, "orbital_gap_ev": 9.98, "relative_energy_kcal_mol": 90.70, "elements": ["N", "C", "O", "C", "C", "C", "N", "C", "O", "C", "N", "C", "C", "N", "O", "C", "O", "O", "H", "H", "H", "H", "H", "H", "H", "H", "H", "H", "H", "H", "H", "H", "H", "H"], "xyz": [[-0.100, 2.789, -0.598], [0.858, 2.185, 0.222], [0.405, 1.978, 1.353], [2.256, 1.852, -0.179], [2.423, 0.718, -1.229], [1.809, -0.636, -0.773], [0.454, -0.516, -0.414], [-0.297, -1.540, -0.724], [-0.242, -2.133, -1.796], [-1.447, -1.914, 0.278], [-1.280, -1.518, 1.763], [-2.757, -1.286, -0.254], [-3.206, 0.186, -0.033], [-2.329, 1.112, 0.530], [-4.361, 0.551, -0.327], [2.534, -1.083, 0.475], [2.040, -0.738, 1.539], [3.624, -1.779, 0.370], [0.001, 3.403, -1.490], [-1.018, 2.970, -0.201], [2.752, 2.805, -0.417], [2.817, 1.494, 0.734], [3.434, 0.622, -1.641], [1.558, 1.146, -2.007], [1.967, -1.263, -1.669], [0.356, -0.549, 0.654], [-1.707, -3.026, -0.025], [-1.475, -2.422, 2.139], [-2.184, -1.113, 1.959], [-2.975, -1.387, -1.349], [-3.607, -1.934, 0.160], [-1.503, 0.582, 0.749], [-2.830, 1.967, 0.907], [4.033, -1.522, 1.293]], "atomic_forces_ev_per_a": [[0.9, 1.8, -3.2], [-3.3, 0.9, 1.6], [1.3, -0.4, -0.5], [2.0, -0.8, 1.1], [-3.8, 2.4, -1.4], [2.5, 0.7, -1.5], [-0.3, 0.7, 3.7], [-3.0, -2.7, -2.0], [0.0, -0.1, 0.7], [-1.0, -0.2, -1.7], [-0.5, -1.3, -2.6], [-2.3, -0.1, -0.6], [-1.8, 2.0, 0.4], [-2.4, -1.7, -1.1], [1.9, -1.2, 0.3], [-2.8, 0.9, 0.6], [1.3, -0.5, -0.2], [2.5, 0.9, 2.3], [0.6, -2.0, 2.2], [0.7, -0.5, 0.3], [-0.1, -0.4, -0.6], [-1.0, 0.7, -0.5], [-0.4, 0.1, 0.0], [2.7, -1.6, 1.0], [-0.4, -0.3, 0.8], [0.7, 1.3, -1.3], [1.2, 1.8, 1.4], [0.7, -0.9, 1.2], [-0.1, 0.8, 0.3], [0.9, -0.3, 0.7], [0.9, 1.2, -0.2], [0.8, 1.7, 1.2], [1.7, -1.7, -0.3], [-0.5, -1.5, -2.1]]}



No. 3
{"formula": "C9H16N4OPtS", "method": "the ωB97M-V functional and the def2-TZVPD basis", "total_energy_ev": -31666.1711, "e_homo_ha": [-0.581, -0.590], "orbital_gap_ev": [9.58, 6.97], "spin_multiplicity": 3, "total_charge": 2, "elements": ["Pt", "O", "C", "C", "C", "C", "C", "C", "C", "C", "N", "H", "H", "H", "H", "H", "H", "H", "H", "H", "H", "H", "N", "N", "C", "N", "S", "H", "H", "H", "H", "H"], "xyz": [[-0.296, -0.200, -0.198], [-0.792, -1.354, 1.875], [0.368, -2.117, 2.259], [0.316, -3.493, 1.591], [-0.049, -3.388, 0.101], [1.049, -2.854, -0.766], [1.986, -3.701, -1.347], [2.906, -3.196, -2.246], [2.911, -1.832, -2.514], [1.995, -1.031, -1.861], [1.080, -1.541, -1.028], [-1.153, -0.895, 2.642], [0.387, -2.231, 3.345], [1.263, -1.565, 1.941], [-0.441, -4.103, 2.084], [1.283, -3.978, 1.724], [-0.928, -2.734, 0.007], [-0.332, -4.377, -0.253], [1.958, -4.750, -1.103], [3.604, -3.855, -2.739], [3.603, -1.402, -3.221], [1.992, 0.047, -2.009], [-2.070, 1.327, -0.144], [-1.960, 2.280, 0.887], [-0.794, 2.519, 1.522], [-0.729, 3.492, 2.418], [0.605, 1.599, 1.234], [-2.079, 1.786, -1.065], [-2.946, 0.802, -0.054], [-2.719, 2.950, 0.996], [-1.516, 4.080, 2.649], [0.136, 3.667, 2.910]], "atomic_forces_ev_per_a": [[-0.4, 0.8, 0.5], [-0.2, 0.2, -0.6], [0.7, -0.6, 0.0], [-0.3, 0.5, 0.0], [0.0, 0.0, 0.3], [0.0, -0.6, -0.1], [-0.1, 0.3, 0.0], [0.0, 0.1, 0.1], [-0.3, 0.1, 0.1], [0.7, 0.1, -0.5], [-0.5, 0.5, 0.7], [0.1, 0.1, -0.1], [0.0, 0.1, -0.1], [-0.2, -0.1, 0.2], [0.0, 0.0, 0.0], [0.0, 0.0, 0.0], [0.0, -0.3, -0.1], [0.0, 0.0, -0.1], [0.0, -0.2, 0.0], [0.1, 0.0, 0.0], [0.1, 0.1, 0.0], [-0.1, -0.2, 0.0], [0.4, -0.5, -0.1], [-0.3, 0.4, 0.2], [0.1, -0.2, 0.0], [-0.3, -0.1, -0.2], [0.2, -0.6, -0.4], [0.0, -0.1, 0.4], [0.3, 0.2, 0.2], [0.1, -0.3, -0.2], [-0.1, 0.1, 0.0], [0.0, 0.0, -0.1]]}



Question: Which formula does entry 2 have?
Answer: C9H16N4O5